# C21H27N3O5S

One molecule with the formula C21H27N3O5S in a non-equilibrium geometry (ωB97M-V/def2-TZVPD, the OMol25 dataset).

orbital gap	8.44	eV
energy	-47756.8601	eV
max |F|	0.0197	hartree/bohr

Positions of all 57 atoms, in Å:
C: 3.590 -0.726 0.096
C: -1.442 1.540 -1.671
C: -0.767 -3.305 0.253
H: -1.480 -3.950 -0.266
H: 6.290 0.038 -2.840
H: 1.365 -2.686 1.715
C: -2.998 1.379 0.622
H: 3.518 -0.311 -2.016
O: -4.921 1.075 -0.864
C: -1.486 -2.092 0.838
N: 4.681 0.126 0.396
H: -0.838 1.600 -2.565
C: -5.830 0.879 0.212
C: 6.222 -0.296 -1.812
N: 2.527 1.758 0.858
H: -0.285 -3.892 1.044
H: 5.292 1.700 1.573
C: 3.188 1.321 1.970
C: -1.635 1.568 0.720
N: 1.178 1.736 0.823
H: -0.782 -1.421 1.325
H: -4.703 -0.731 1.133
H: -6.410 -0.673 1.594
O: 4.418 1.679 -1.640
C: -2.800 1.351 -1.775
C: -5.711 -0.539 0.773
H: -7.971 1.011 0.420
H: 1.553 -1.692 -2.432
C: 3.082 -0.854 -1.196
H: -3.280 1.264 -2.738
S: 5.407 0.997 -0.847
C: 1.827 -2.183 0.881
H: 7.207 -0.419 -1.382
C: 2.965 -1.435 1.119
O: 0.165 -2.947 -0.749
H: 4.959 0.220 2.483
H: -2.223 -2.421 1.565
H: 5.648 -1.210 -1.739
H: 1.174 1.866 -1.242
H: 3.345 -1.385 2.125
H: -7.283 2.140 -0.758
C: 4.614 0.848 1.657
C: 0.601 1.777 -0.310
H: -3.581 1.327 1.528
H: 3.031 1.847 -0.030
H: -1.162 1.654 1.685
H: -5.940 -1.260 -0.008
H: -5.629 1.615 1.004
C: -0.832 1.644 -0.418
O: 2.707 1.255 3.073
O: 6.419 1.812 -0.250
C: -7.222 1.131 -0.357
C: 1.289 -2.264 -0.399
C: 1.956 -1.615 -1.435
C: -3.600 1.261 -0.631
H: -7.423 0.428 -1.161
H: -1.986 -1.540 0.046

These are the Löwdin partial charges, in e, on atoms 1 to 4:
1. C -0.273
2. C -0.032
3. C -0.240
4. H 0.124

***

# C32H72NO

A 5-piece molecular cluster, C32H72NO overall in a non-equilibrium geometry (ωB97M-V/def2-TZVPD, the OMol25 dataset).

orbital gap	7.44	eV
total charge	+1
energy	-37878.9380	eV
max |F|	0.0942	hartree/bohr

Positions of all 106 atoms, in Å:
H: -0.392 9.840 -1.156
H: 0.798 -6.013 -5.380
H: 3.739 -3.093 6.319
C: 1.544 -4.136 -4.621
C: 1.117 1.132 1.981
C: -4.606 -3.447 -3.231
H: -5.388 -3.670 -2.498
H: 0.904 -4.735 -6.602
H: 4.241 -2.189 -5.729
H: 1.129 1.904 1.083
C: 2.163 -2.702 3.969
C: -1.815 -1.010 -2.526
H: -2.309 8.612 -0.337
H: 5.652 -3.994 -4.808
H: 4.357 2.343 2.114
C: -0.376 -1.386 -2.214
H: -3.207 -4.883 -2.487
C: 1.124 8.370 -0.819
C: 3.787 -3.149 -5.453
N: -4.174 3.135 2.055
H: 2.605 -5.823 5.506
H: 3.228 -4.509 3.510
H: -3.172 7.368 -2.101
C: 1.401 -5.168 -5.729
C: 2.331 -2.895 -5.049
H: -4.672 -2.388 -3.496
C: -0.315 8.746 -1.131
H: -2.142 6.434 0.770
H: -3.642 -3.322 -0.625
H: -1.057 8.620 0.886
C: -3.106 6.310 -1.835
H: -2.077 -1.358 -3.531
H: 3.079 -2.189 4.285
C: 0.982 -2.118 4.750
H: 1.421 8.748 0.165
H: 2.038 -2.463 2.906
C: 2.533 -4.728 5.535
C: -1.391 6.688 0.011
H: 3.195 0.331 2.636
C: -3.233 -3.804 -2.683
C: 3.779 -4.182 6.215
H: -1.172 -2.179 4.857
H: -1.707 4.874 -1.092
H: 2.717 3.259 1.718
H: -0.526 -2.456 3.231
C: -1.165 0.635 1.960
H: -0.577 8.398 -2.136
H: 4.678 -4.443 5.648
H: -1.244 -0.498 2.250
C: 3.283 2.626 2.548
H: 1.815 -2.423 -5.895
H: -2.557 -1.136 -0.510
H: 3.439 3.331 3.471
H: -1.892 0.084 -2.551
H: 2.006 -4.600 -3.743
H: -3.190 0.791 1.070
C: 4.808 -2.979 -3.125
H: -0.079 -1.009 -1.230
C: -2.815 -1.542 -1.496
C: -2.658 1.310 2.004
C: 2.476 1.237 2.932
H: 5.466 -3.487 -2.413
C: -1.315 8.214 -0.100
H: -0.228 -2.471 -2.227
C: 2.353 -4.216 4.104
H: -0.971 6.144 -2.050
H: 4.254 -4.803 -4.124
H: 5.250 -2.005 -3.357
H: -3.809 -1.144 -1.733
H: -0.439 6.302 0.392
H: -2.471 -3.612 -3.445
H: 0.541 -3.821 -4.309
H: 0.297 -0.951 -2.960
H: 2.191 1.141 4.064
C: -1.733 5.952 -1.287
H: -4.813 -4.030 -4.135
H: 1.651 -4.495 6.141
C: -4.923 1.953 2.706
H: 1.168 0.046 1.490
H: -0.803 0.705 0.825
H: 0.982 -1.029 4.616
C: -0.364 -2.659 4.294
C: -2.857 2.900 1.639
H: 3.847 -2.814 -2.630
H: 2.372 -5.561 -6.043
H: 3.811 -3.763 -6.361
H: 2.301 -2.162 -4.234
H: 1.498 -4.733 3.652
H: -3.380 1.391 4.321
H: -4.705 4.037 1.968
H: -5.495 2.313 3.690
C: -2.891 -3.069 -1.384
H: 3.877 -4.608 7.219
H: -5.711 1.432 1.976
H: -3.994 -0.161 3.310
H: -3.888 6.087 -1.103
C: -3.675 0.984 3.255
H: -2.096 3.652 1.143
H: 1.797 8.805 -1.565
H: 1.105 -2.295 5.823
O: -0.144 1.323 2.767
H: -1.939 -3.455 -1.004
C: 4.655 -3.818 -4.385
H: -3.313 5.727 -2.739
H: -0.442 -3.737 4.456
H: 1.272 7.286 -0.832

These are the Löwdin partial charges, in e, on atoms 1 to 4:
1. H 0.111
2. H 0.072
3. H 0.066
4. C -0.277

***

# C3H7INS

An isolated ion of composition C3H7INS and charge +1 in a non-equilibrium geometry (ωB97M-V/def2-TZVPD, the OMol25 dataset).

orbital gap	9.15	eV
total charge	+1
energy	-23642.1737	eV
max |F|	0.1113	hartree/bohr

Positions of all 13 atoms, in Å:
S: -0.320 0.197 -2.167
H: -1.160 -1.223 0.710
H: -1.064 -2.007 -1.560
H: 1.703 0.505 -0.860
I: 1.800 -2.278 -1.451
H: 0.601 0.597 1.359
C: -0.047 0.451 0.451
C: -0.227 -1.336 -1.403
H: 0.488 -1.654 0.567
H: -1.103 0.991 0.507
C: 0.734 0.953 -0.838
H: 0.831 2.014 -0.985
N: -0.253 -0.916 0.370

These are the Löwdin partial charges, in e, on atoms 1 to 4:
1. S 0.886
2. H 0.159
3. H 0.050
4. H 0.014

***

Table of HOMO level (eV), in record order: -7.87 -12.29 -13.73